Molecular formula: C45H42NSi
Method: DFT, ωB97M-V/def2-TZVPD

The value obtained for the orbital gap is 6.7 eV. The value obtained for the LUMO energy is -3.6 eV.

Structure (ORCA input):
```
! RIJCOSX wB97M-V def2-TZVPD def2/J DEFGRID3
* xyz 1 1
Si -3.0168 -0.1488 -1.9298
N -1.4891 1.5231 -0.1540
C -0.1638 0.0587 4.8341
C -0.3099 0.0717 3.4476
C 7.7601 2.0541 -0.2467
C 2.5735 -1.4479 3.2953
C 8.3382 1.7228 0.9914
C 1.2074 1.9666 3.3142
C -6.0999 -2.5330 -3.3099
C -2.4783 -0.0986 -4.7334
C 2.1731 -3.9746 2.2304
C 0.6390 1.0131 5.4601
C 6.1716 1.0832 1.8590
C -0.0436 1.2551 -4.4781
C 3.2992 0.5937 1.2881
C 2.2968 -1.5283 1.9383
C 0.5768 0.6461 1.1764
C -2.8711 1.2959 -0.7519
C -3.2792 2.6510 -1.3676
C -7.0787 -0.3498 -2.8914
C -1.0700 -2.0879 -1.2202
C -0.8433 0.6516 0.6279
C -1.0076 2.8915 -0.3955
C 7.5471 1.2461 2.0369
C 1.9846 -0.2024 1.1214
C -3.0695 -2.0136 0.1583
C 1.3252 1.9671 4.7098
C -7.2133 -1.6771 -3.3231
C -4.7131 -0.7078 -2.4390
C -0.4656 -2.9269 -0.2804
C 2.3104 -2.8355 1.4031
C -2.0094 0.2448 -3.4495
C -5.8364 0.1327 -2.4563
C -0.5243 0.9271 -5.7495
C -2.3370 -1.5603 -0.9543
C 2.3883 -2.5480 4.1475
C -4.8624 -2.0451 -2.8632
C 2.1674 -3.8244 3.6268
C -1.7371 0.2380 -5.8767
C -2.1109 3.6257 -1.1630
C -1.1234 -3.2428 0.9070
C 0.4580 0.9644 2.6921
C -2.4417 -2.8148 1.1216
C 5.5756 1.3761 0.6129
C -0.7683 0.8915 -3.3374
C 6.3880 1.9053 -0.4309
C 4.1502 1.0801 0.3444
H -4.2161 2.9662 -0.8901
H -8.1812 -2.0542 -3.6740
H -2.9785 -3.1177 2.0219
H -3.5165 2.5442 -2.4463
H -0.9028 -0.7131 2.9605
H -2.1116 -0.0461 -6.8648
H -4.1223 -1.7269 0.2749
H -0.3595 1.1036 -2.3504
H -0.6657 -0.7023 5.4399
H 3.5138 0.8664 2.3426
H -1.7407 3.9787 -2.1305
H -0.8201 3.3811 0.5672
H -5.7340 1.1715 -2.1330
H 2.4402 -2.4127 5.2422
H -0.6175 -3.8476 1.6696
H -6.1886 -3.5723 -3.6544
H 7.9652 1.0070 3.0112
H 0.0412 1.2020 -6.6429
H -2.4277 4.4935 -0.5937
H -3.5699 1.0442 0.0609
H -1.4686 -0.2029 0.9209
H -3.4251 -0.6379 -4.8351
H 0.9004 1.7853 -4.3650
H 1.7517 2.6665 2.6683
H 1.9504 -0.5359 0.0281
H 5.5272 0.7067 2.6571
H -0.0641 2.8710 -0.9557
H 0.5263 -3.3363 -0.4827
H 2.0275 -4.6891 4.2868
H 5.9364 2.1818 -1.3907
H 3.7987 1.3095 -0.6854
H -0.5575 -1.8402 -2.1492
H 2.0862 -4.9919 1.8103
H -3.9987 -2.7190 -2.8541
H 2.8387 -0.4973 3.7501
H 0.7601 1.0279 6.5401
H -7.9464 0.3100 -2.9013
H 8.3924 2.4398 -1.0475
H 1.9542 2.7302 5.1603
H 9.4053 1.8368 1.1560
H 2.3452 -2.9929 0.3143
H 1.0851 1.5025 0.6211
*
```

Molecular formula: C2H3ClN2O
Method: DFT, ωB97M-V/def2-TZVPD

The value obtained for the orbital gap (alpha / beta) is 11.2 / 3.4 eV. The energy above the lowest of the compared OMol25 structures with the same formula, charge and spin is 634.53 kJ/mol. The value obtained for the LUMO energy (alpha / beta) is 0.6 / -4.5 eV.

Structure (ORCA input):
```
! RIJCOSX wB97M-V def2-TZVPD def2/J DEFGRID3
* xyz 0 1
Cl 3.0654 -0.4695 0.8491
O -0.3381 -0.6394 1.3935
N -2.3380 -1.3584 2.5507
N -2.7798 -1.1877 1.2667
C -1.5295 -0.9056 1.6057
C 0.1330 -0.9530 0.0614
H -0.0129 -0.2485 -0.7083
H -0.3625 -1.8573 -0.2564
H 1.3383 -1.1599 0.2061
*
```

Molecular formula: C25H31BrN4O10S
Method: DFT, ωB97M-V/def2-TZVPD

The value obtained for the orbital gap is 7.6 eV. The value obtained for the LUMO energy is -1.0 eV.

Structure (ORCA input):
```
! RIJCOSX wB97M-V def2-TZVPD def2/J DEFGRID3
* xyz 0 1
Br -2.9658 -1.1970 -1.7297
S -3.8299 1.4286 -4.0293
O -2.1729 4.8436 5.3537
O 2.0921 -2.1244 -5.3902
O 0.1366 -3.1275 -5.8466
O 0.1752 -1.3133 -4.5005
O 1.4737 -1.1039 2.1750
O 4.6170 -0.2512 0.2437
O 3.6012 -1.5719 -1.2843
O -0.7979 4.7884 1.2292
O 3.6240 0.6526 -1.5748
O -1.7069 3.5619 6.9599
N -2.9310 0.2887 0.6736
N -1.4114 1.4777 -2.5898
N -1.2049 4.2851 6.1750
N -1.4166 2.6515 -0.4958
C -0.7323 -1.9703 3.0440
C -1.4916 3.6803 1.7455
C 1.1109 -3.6773 -6.7399
C -2.5250 0.3543 -0.6107
C -1.7651 -1.4041 4.1011
C -1.5423 4.9638 4.0553
C -1.8145 2.5227 0.8307
C 2.3919 -3.3730 -6.0164
C 3.1645 0.0736 -2.8021
C 0.7437 -2.1096 -5.1803
C -3.1717 -1.1799 3.3843
C 0.7185 -1.3901 3.3611
C 2.6827 -1.2716 -2.3385
C 2.0927 0.9310 -3.4383
C -1.7799 1.5316 -1.1613
C -2.5487 1.3940 1.4284
C -1.8575 3.7320 3.1419
C 4.0082 -0.3781 -0.7733
C 2.8426 0.7881 3.1341
C 0.8661 -5.1524 -6.9673
C -3.7666 0.2635 3.5800
C -2.9533 1.4031 2.8816
C 1.7645 0.3041 2.0604
C -2.4117 1.6955 -3.2968
C -2.6043 2.5645 3.7172
H -3.7550 0.4673 4.6936
H 0.7913 0.8723 2.1416
H -0.4261 5.0626 4.1211
H 3.3420 1.7469 2.8485
H 1.0395 -3.1334 -7.6873
H 3.5465 -0.0728 3.2833
H -4.8334 0.3110 3.2230
H 2.6332 -4.0982 -5.2340
H 2.4150 1.9738 -3.4838
H 0.0243 4.4888 0.8002
H 1.1725 0.9122 -2.8517
H -0.6809 -3.0959 3.1147
H 1.4982 -5.5320 -7.7717
H 3.2456 -3.2760 -6.6874
H -0.1794 -5.3326 -7.2226
H -1.0116 -1.7396 1.9783
H 4.0254 -0.0116 -3.4738
H 1.6737 -1.2513 -1.9172
H 2.2304 0.4392 1.0410
H 0.5576 -0.4313 3.9303
H 2.2798 0.9151 4.1031
H -3.0990 -1.5226 2.3226
H -1.9615 5.8988 3.5829
H -2.9163 2.5857 4.7911
H 2.7270 -2.0285 -3.1185
H -1.8796 -2.1734 4.9224
H 1.2573 -2.0842 4.0763
H -3.8973 -1.8934 3.8878
H 1.8629 0.5868 -4.4458
H -1.4602 -0.4383 4.5852
H 1.0738 -5.7299 -6.0635
*
```

Molecular formula: C2H6ClCrOS
Method: DFT, ωB97M-V/def2-TZVPD

The value obtained for the orbital gap (alpha / beta) is 6.8 / 5.5 eV. The energy above the lowest of the compared OMol25 structures with the same formula, charge and spin is 452.38 kJ/mol. The value obtained for the LUMO energy (alpha / beta) is -3.2 / -9.1 eV.

Structure (ORCA input):
```
! RIJCOSX wB97M-V def2-TZVPD def2/J DEFGRID3
* xyz 1 9
Cr 3.5558 1.1390 -1.8299
Cl 2.2910 -0.0006 -1.2322
S -0.0807 0.6407 0.8015
O -0.3172 0.5292 2.3135
C -1.7286 0.7083 0.0279
C 0.5013 -1.0294 0.1857
H 0.2535 -1.8529 0.8555
H 0.1085 -1.1428 -0.8247
H -2.4326 1.2834 0.6293
H 1.5879 -0.9822 0.1136
H -2.0702 -0.3252 -0.0293
H -1.6686 1.0325 -1.0110
*
```

Molecular formula: C4H7N3O
Method: DFT, ωB97M-V/def2-TZVPD

The value obtained for the orbital gap is 7.5 eV. The energy above the lowest of the compared OMol25 structures with the same formula, charge and spin is 368.43 kJ/mol. The value obtained for the LUMO energy is 0.9 eV.

Structure (ORCA input):
```
! RIJCOSX wB97M-V def2-TZVPD def2/J DEFGRID3
* xyz 0 1
O -0.9784 1.5396 0.0928
N 0.6263 -0.0164 -0.1767
N -2.8927 -0.3440 0.7960
N -1.6003 -0.8565 0.5308
C 1.1818 1.2514 -0.3191
C 1.2600 -1.2890 -0.4936
C 0.1921 2.1706 -0.2526
C -0.6837 0.2024 0.1598
H 0.4240 -1.9700 -1.0353
H 1.3738 -1.8368 0.4699
H 2.1451 1.3163 -0.6471
H 0.2445 3.1789 -0.1356
H -3.3745 -0.7312 1.6168
H -3.0968 0.6004 0.6486
H 2.2474 -1.1810 -1.0056
*
```

Molecular formula: C18H20Cl3Si
Method: DFT, ωB97M-V/def2-TZVPD

The value obtained for the orbital gap is 5.7 eV. The energy above the lowest of the compared OMol25 structures with the same formula, charge and spin is 0.00 kJ/mol. The value obtained for the LUMO energy is -5.9 eV.

Structure (ORCA input):
```
! RIJCOSX wB97M-V def2-TZVPD def2/J DEFGRID3
* xyz 1 1
Cl 4.0158 -2.7647 -3.6171
Cl 3.7724 0.5721 -3.5937
Cl 5.6956 -0.9832 -1.3322
Si 3.9938 -1.0987 -2.4504
C -2.5821 -1.2670 1.3957
C -1.5227 2.9193 0.1353
C -1.7697 -3.4265 2.9945
C 0.8493 1.7678 1.0147
C -1.5677 1.6813 0.7546
C -3.0921 -3.3584 2.5222
C -0.2757 4.9565 -0.6750
C 2.5687 -1.1921 -1.2161
C -1.2519 -1.2779 1.9119
C -3.4864 -2.2695 1.7309
C -0.2592 -0.2834 1.7018
C 0.5768 -2.4004 -2.0772
C 0.5553 0.0577 -2.2937
C 1.2201 -1.2317 -1.8767
C 0.8688 3.0221 0.4391
C -0.8768 -2.4097 2.7017
C -0.3670 1.0221 1.1599
C -0.3143 3.6070 -0.0335
H -1.4441 -4.2810 3.5911
H 2.7114 -0.3017 -0.5853
H 0.4553 4.9897 -1.4914
H -4.5131 -2.2060 1.3638
H 2.7872 -2.1165 -0.6602
H 0.0184 5.7354 0.0397
H -0.4113 -2.4154 -2.5358
H -0.4708 0.0918 -1.8967
H 0.4749 0.1462 -3.3899
H -2.5380 1.2323 0.9435
H 1.8059 3.5770 0.3452
H -1.2591 5.2175 -1.0741
H -2.4426 3.3900 -0.2212
H 0.7359 -0.5349 2.0793
H 0.1490 -2.4451 3.0694
H 1.7751 1.3232 1.3862
H 1.0323 -3.3552 -1.8164
H -2.9018 -0.4828 0.7170
H 1.0872 0.9416 -1.9236
H -3.8030 -4.1489 2.7626
*
```

Molecular formula: C2H7N3
Method: DFT, ωB97M-V/def2-TZVPD

The value obtained for the orbital gap is 10.1 eV. The energy above the lowest of the compared OMol25 structures with the same formula, charge and spin is 172.09 kJ/mol. The value obtained for the LUMO energy is 0.8 eV.

Structure (ORCA input):
```
! RIJCOSX wB97M-V def2-TZVPD def2/J DEFGRID3
* xyz 0 1
N -1.6930 -0.6620 -0.2042
N 1.9965 -0.0186 -0.0501
N -0.4777 1.4086 0.0509
C 0.7445 -0.7009 0.2136
C -0.5430 0.1355 -0.0374
H -1.3845 1.8858 0.0495
H 0.6120 -1.0436 1.3527
H 0.7852 -1.7178 -0.3388
H 2.2598 -0.0508 -1.2631
H 1.8480 1.1448 0.2586
H -1.5572 -1.6195 0.0426
H -2.5534 -0.3025 0.2647
*
```

Molecular formula: C10H27IN2O16S
Method: DFT, ωB97M-V/def2-TZVPD

The value obtained for the orbital gap is 9.7 eV. The value obtained for the LUMO energy is -0.5 eV.

Structure (ORCA input):
```
! RIJCOSX wB97M-V def2-TZVPD def2/J DEFGRID3
* xyz 0 1
I 2.0495 2.5665 -2.1336
S -1.7754 -0.3811 -1.1523
O -1.1644 -3.1941 -5.0486
O 0.3459 5.3850 2.4631
O -1.3903 -0.9946 0.2628
O -0.8294 -1.7023 3.4186
O -5.3296 -2.8637 -6.9778
O 4.0378 5.3520 -2.4366
O -1.0134 1.1815 7.0344
O 4.0622 3.5474 2.1212
O 1.4502 3.0360 0.6531
O -1.1262 -4.6646 4.5661
O -3.9536 -1.2444 -4.3757
O -1.2494 1.3340 3.8449
O -0.3493 0.2342 -1.4336
O -4.1064 0.7179 6.0635
O -1.9935 -1.4396 -2.0774
O -2.7239 0.6447 -0.9644
N 0.5032 -1.7457 1.4524
N 3.6491 -2.3439 -3.0422
C 3.6715 -2.4000 -1.7146
C 2.7438 -1.7634 -0.9067
C -0.0472 -1.4662 0.1610
C 0.7073 -0.3310 -0.6291
C 1.7347 -1.0178 -1.5021
C -0.1832 -1.6955 2.4533
C 1.6897 -0.9698 -2.8810
C 1.5085 2.1312 -0.1204
C 2.6647 -1.6496 -3.5989
C 1.2431 0.7109 0.3434
H 3.9650 6.1157 -3.0181
H 4.4711 -2.9744 -1.2607
H -0.7854 0.2571 6.8927
H 0.5125 0.8430 1.1483
H -1.1101 -3.7206 4.3826
H -3.2160 0.7397 6.4331
H 4.9563 5.3534 -2.1486
H -4.5822 -2.8833 -6.3697
H -1.0352 0.4080 3.6920
H 0.7444 4.5635 2.1586
H -1.3490 -3.9913 -4.5424
H 0.9169 -0.4192 -3.4000
H -1.6293 1.6553 3.0210
H -5.9573 -2.2780 -6.5444
H 2.8186 -1.8584 0.1712
H -1.8592 -2.5782 -4.7958
H -1.3569 1.4776 6.1804
H 0.0001 -2.3842 -0.4295
H 2.1607 0.3345 0.8021
H -4.5770 -0.6610 -3.9318
H 2.6403 -1.6195 -4.6824
H 4.5778 3.1138 1.4347
H -4.5556 1.4593 6.4803
H -1.8698 -4.7886 5.1638
H -3.2038 -1.2890 -3.7706
H 0.2383 5.9098 1.6640
H 3.1879 3.6688 1.7342
*
```

The calculation returns the following M values, one per record and in order: 624.92, 106.51, 659.51, 165.59, 113.12, 370.80, 73.10, 590.30 u.